Molecular formula: C5H10O2
Method: DFT, ωB97M-V/def2-TZVPD

energy relative to the best compared isomer or geometry (same formula, charge and spin): 398.37 kJ/mol
gap between HOMO and LUMO (alpha / beta): 7.987 / 7.987 eV
highest occupied orbital energy (alpha / beta): -7.8 / -7.8 eV
max |F|: 2.20 eV Å⁻¹

Structure (ORCA input):
```
! wB97M-V def2-TZVPD RIJCOSX def2/J DEFGRID3
* xyz 0 1
C 0.04 0.25 0.02
C 0.40 -0.69 -1.02
C -1.04 -0.96 0.61
C 1.10 0.60 1.05
C -0.78 1.43 -0.48
O -1.48 -1.57 -0.50
O 1.45 -1.48 -0.85
H 1.42 -2.21 -1.49
H -0.05 -0.67 -2.01
H -1.80 -0.46 1.25
H -0.34 -1.54 1.24
H 1.77 1.38 0.69
H 0.60 0.98 1.95
H 1.69 -0.26 1.34
H -0.17 2.14 -1.05
H -1.21 1.96 0.37
H -1.60 1.09 -1.11
*
```